[1]
C26H51F5O7P3S | ωB97M-V with the def2-TZVPD basis set

E_HOMO   -2.25 eV
LUMO   2.0 eV
Gap between HOMO and LUMO   4.3 eV
Total energy   -3469.418210 a.u.

ORCA input file:
```
! wB97M-V def2-TZVPD RIJCOSX def2/J DEFGRID3
* xyz -1 1
C -1.38017 2.27748 2.96322
C -2.71885 3.03659 3.15984
C -3.48585 3.23288 1.84862
C -3.73798 1.91968 1.09205
C -4.86984 1.06907 1.70829
C -4.50231 -0.40355 1.95164
C -3.88752 -1.13113 0.73984
C -3.10316 -2.36897 1.23764
C -1.83890 -2.00334 2.05884
C -0.54330 -2.11670 1.23813
C -0.57895 -1.14530 0.02267
C 0.86976 -0.80996 -0.42584
P 1.38104 -0.70698 -2.26855
C 3.11230 -1.32841 -1.69724
C 3.82553 -0.61940 -0.50572
C 4.18927 -1.60290 0.63742
S 5.26968 -0.72837 1.83954
C 2.07860 1.10487 -2.17562
C 1.73992 2.19540 -3.21028
C 2.51220 3.49437 -2.72020
C 1.65198 4.23129 -1.71300
O 0.68614 4.82033 -2.00529
O 1.98650 4.18737 -0.38557
P -0.65077 0.15001 -2.78128
C -0.97912 0.67455 -4.50289
C -1.18420 1.56113 -1.70006
P 2.13209 -0.72639 -4.43192
O 1.22441 -1.33954 -5.68782
O 3.59724 0.01742 -4.81887
C 0.80072 -2.60270 -2.59069
F 0.81846 -3.34851 -1.44068
F 1.77908 -3.22484 -3.28042
C -0.53185 -3.05855 -3.26732
F -1.45434 -3.39394 -2.35013
F -0.26523 -4.29248 -3.82803
F -1.14338 -2.40921 -4.22819
H -0.96994 2.53577 1.98425
H -1.58299 1.20660 2.96456
H -0.67289 2.54090 3.74560
H -2.46854 4.01980 3.57092
H -3.32156 2.50369 3.90159
H -4.44745 3.70702 2.07912
H -2.93054 3.92341 1.20825
H -4.04358 2.21796 0.08592
H -2.79554 1.38153 0.98505
H -5.18132 1.52613 2.65466
H -5.73604 1.12260 1.04261
H -5.43648 -0.93111 2.18076
H -3.89191 -0.47628 2.85458
H -3.26421 -0.49245 0.12052
H -4.70836 -1.52313 0.13183
H -3.77556 -3.03422 1.78397
H -2.78357 -2.90074 0.33508
H -1.91530 -0.95719 2.37088
H -1.78801 -2.61417 2.96487
H 0.29283 -1.79375 1.86931
H -0.36671 -3.14679 0.91131
H -1.05978 -0.25577 0.44417
H -1.27684 -1.58055 -0.68909
H 1.11047 0.09984 0.12864
H 1.45174 -1.55491 0.11748
H 3.84112 -1.38034 -2.50953
H 3.09511 -2.37305 -1.35577
H 3.31221 0.21505 -0.02877
H 4.78945 -0.23163 -0.84775
H 3.27409 -1.83858 1.18067
H 4.66780 -2.50054 0.25713
H 4.40626 0.05518 2.52193
H 1.97048 1.58030 -1.18880
H 3.17097 1.07042 -2.31268
H 0.72298 2.58570 -3.27920
H 2.11968 2.07519 -4.22127
H 3.45494 3.22788 -2.24247
H 2.64426 4.19657 -3.54388
H 2.36449 3.31995 -0.17107
H -1.60596 1.57827 -4.46536
H -1.54455 -0.02023 -5.12450
H -0.11591 0.97895 -5.11213
H -2.19982 1.37627 -1.35061
H -0.54590 1.62676 -0.81468
H -1.18189 2.54287 -2.18463
H 1.07118 -0.77776 -6.45796
H 3.60252 0.53673 -5.63404
C 1.29846 -2.60515 5.40717
C 2.47979 -1.71548 5.71552
O 2.61274 -0.95129 4.51927
C 1.40324 -0.94139 3.89498
O 1.13577 -0.26142 2.96067
O 0.54793 -1.81677 4.48444
H 0.70403 -2.83951 6.28773
H 1.59162 -3.53639 4.91794
H 2.28607 -1.03628 6.54911
H 3.38972 -2.27569 5.91944
*
```

Electronic structure analysis, Löwdin charges in units of e:
1 C -0.097
2 C -0.257
3 C -0.226
4 C -0.217
5 C -0.196
6 C -0.210
7 C -0.193
8 C -0.190
9 C -0.199
10 C -0.204
11 C -0.259
12 C -0.296
13 P 0.504
14 C -0.311
15 C -0.332
16 C -0.544
17 S 0.663
18 C -0.369
19 C -0.254
20 C -0.102
21 C -0.565
22 O 0.124
23 O 0.075
24 P 0.829
25 C -0.367
26 C -0.304
27 P 0.749
28 O -0.362
29 O -0.365
30 C -0.501
31 F 0.044
32 F -0.006
33 C -0.571
34 F 0.114
35 F 0.085
36 F 0.130
37 H 0.075
38 H 0.049
39 H 0.066
40 H 0.095
41 H 0.096
42 H 0.104
43 H 0.109
44 H 0.105
45 H 0.071
46 H 0.098
47 H 0.104
48 H 0.105
49 H 0.100
50 H 0.083
51 H 0.110
52 H 0.102
53 H 0.100
54 H 0.078
55 H 0.098
56 H 0.063
57 H 0.113
58 H 0.079
59 H 0.060
60 H 0.071
61 H 0.052
62 H 0.056
63 H 0.070
64 H 0.074
65 H 0.088
66 H 0.049
67 H 0.072
68 H -0.161
69 H 0.054
70 H 0.068
71 H 0.073
72 H 0.072
73 H 0.110
74 H 0.117
75 H 0.095
76 H 0.027
77 H 0.014
78 H 0.000
79 H 0.001
80 H 0.024
81 H 0.027
82 H 0.031
83 H 0.028
84 C -0.118
85 C -0.123
86 O 0.044
87 C -0.551
88 O 0.160
89 O 0.058
90 H 0.131
91 H 0.136
92 H 0.131
93 H 0.133

***

[2]
C4H8O2 | ωB97M-V with the def2-TZVPD basis set

E_HOMO   -8.54 eV
LUMO   0.3 eV
Gap between HOMO and LUMO   8.8 eV
Total energy   -307.571752 a.u.
Relative energy (zero: lowest compared OMol25 entry of this formula, charge and spin)   369.4 kJ/mol

ORCA input file:
```
! wB97M-V def2-TZVPD RIJCOSX def2/J DEFGRID3
* xyz 0 1
C -1.28271 -1.09255 -0.03256
C -0.17793 -0.28568 0.60705
C 1.15390 -0.47193 0.20110
O 1.24468 1.11300 -0.89320
C -0.12987 1.36815 -0.22089
O -1.05511 1.55452 -0.99581
H -2.13575 -0.44018 -0.25026
H -1.61101 -1.91640 0.60998
H -0.95513 -1.51854 -0.98835
H -0.32362 -0.03140 1.65666
H 1.98542 -0.17957 0.83486
H 1.41101 -1.16442 -0.59715
H 0.98698 0.87648 -1.80097
H 0.11922 2.03917 0.61831
*
```

Electronic structure analysis, natural (NBO) charges in units of e:
1 C -0.619
2 C -0.419
3 C -0.025
4 O -0.721
5 C 0.536
6 O -0.661
7 H 0.241
8 H 0.213
9 H 0.203
10 H 0.228
11 H 0.214
12 H 0.202
13 H 0.489
14 H 0.121

***

[3]
C6H17NO | ωB97M-V with the def2-TZVPD basis set

E_HOMO (spin up / spin down)   1.14 / -6.51 eV
LUMO (spin up / spin down)   3.3 / 3.2 eV
Gap between HOMO and LUMO (spin up / spin down)   2.1 / 9.7 eV
Total energy   -368.688407 a.u.
⟨S²⟩   0.7503
Relative energy (zero: lowest compared OMol25 entry of this formula, charge and spin)   156.3 kJ/mol

ORCA input file:
```
! wB97M-V def2-TZVPD RIJCOSX def2/J DEFGRID3
* xyz -1 2
C -0.91373 2.60190 0.77282
C 0.14409 1.51657 1.07028
C 0.84674 0.94524 -0.26301
C -0.02584 0.25882 -1.23468
C -0.23085 -1.20545 -0.70931
C 1.16052 -1.94281 -0.61281
N 1.11382 1.89279 2.10652
H -0.24739 3.44576 0.78199
H -1.64463 2.74831 1.53731
H -1.23058 2.57639 -0.24485
H -0.44925 0.64295 1.51342
H 1.78449 0.35634 0.11655
H 1.40832 1.80587 -0.57824
H 0.54816 0.22461 -2.18215
H -0.95150 0.83350 -1.37758
H -0.74588 -1.96229 -1.39719
H -0.75421 -1.30960 0.24318
H 2.00612 -1.28153 -0.23935
H 1.28246 -2.72891 0.11429
H 1.25645 -2.55376 -1.53080
H 1.98762 2.33587 1.79088
H 0.78864 2.39744 2.95907
H -2.59152 -3.92342 -1.57666
H -1.86192 -4.04838 -0.40602
O -2.68009 -3.62620 -0.65365
*
```

Electronic structure analysis, natural (NBO) charges in units of e:
1 C -0.648
2 C -0.033
3 C -0.395
4 C -0.445
5 C -0.541
6 C -0.758
7 N -0.877
8 H 0.192
9 H 0.204
10 H 0.211
11 H 0.177
12 H 0.212
13 H 0.181
14 H 0.207
15 H 0.206
16 H 0.213
17 H 0.205
18 H 0.177
19 H 0.205
20 H 0.192
21 H 0.353
22 H 0.362
23 H 0.293
24 H 0.346
25 O -1.240